[1]
Here is C10H12N4O4Tl as an isolated structure in a non-equilibrium geometry from the OMol25 dataset. Energies are from the ωB97M-V functional and the def2-TZVPD basis.

## Properties
- max |F| (eV/Å) = 4.54
- M (g mol⁻¹) = 456.6
- charge = +3
- DFT total energy (eV) = -29372.50016
- Kohn-Sham gap (spin up / spin down) (eV) = 5.377 / 5.811
- ΔE to the lowest compared entry with this formula, charge and spin (kcal per mole) = 0.0
- E_HOMO (spin up / spin down) (Ha) = -0.775 / -0.760

Geometry (Å):
C (-2.2688, -1.9335, 0.0215)
C (-0.8874, 0.8694, 4.9652)
O (-0.0082, 0.0478, -4.0983)
N (1.6617, -0.2610, 4.4188)
H (-1.7912, -0.1976, 2.7186)
H (-0.7328, -1.6519, 2.7409)
H (1.4520, 1.1378, 5.9600)
O (3.9050, -1.4000, -0.1419)
C (1.4754, 1.1424, 4.8633)
C (-0.5444, 3.2826, -0.2847)
C (0.1296, 1.6205, 2.9141)
N (-0.7778, -0.5471, 4.5347)
C (0.0354, -0.0022, -2.9559)
N (0.1904, 1.7075, 4.3835)
H (-0.7758, 0.8893, 6.0582)
H (1.7143, -1.3566, 2.6197)
H (-0.8361, 2.0057, 2.5639)
N (0.2727, 0.1962, 2.4188)
H (2.3035, 1.7542, 4.4762)
C (-0.8300, -0.6055, 3.0680)
C (1.5887, -0.3166, 2.9505)
O (-0.7671, 4.3914, -0.1223)
O (-3.1768, -2.6217, -0.0781)
H (0.9487, 2.2121, 2.4797)
H (2.3882, 0.3111, 2.5259)
C (2.8272, -1.0401, -0.2321)
C (0.5425, -1.0537, 4.9870)
Tl (0.1232, -0.4910, -0.0792)
H (-1.8611, 1.2678, 4.6500)
H (0.5815, -0.9487, 6.0796)
H (0.6504, -2.1021, 4.6769)

***

[2]
Here is C10H12N5O8P2RuS as an isolated structure from the OMol25 dataset. Energies are from the ωB97M-V functional and the def2-TZVPD basis.

## Properties
- max |F| (eV/Å) = 0.77
- M (g mol⁻¹) = 525.3
- charge = -1
- DFT total energy (eV) = -66394.97940
- Kohn-Sham gap (eV) = 6.795
- ΔE to the lowest compared entry with this formula, charge and spin (kcal per mole) = 13.8
- E_HOMO (Ha) = -0.150

Geometry (Å):
N (1.7421, -2.0602, 0.8099)
H (-5.9992, -2.4817, -1.5488)
C (-4.9380, -2.4394, -1.3418)
O (1.6107, -1.3429, -0.2768)
P (-0.3602, 2.0067, -0.7524)
S (-2.4714, -0.9496, 1.4568)
N (2.3121, 1.4293, -0.5875)
O (1.2805, 2.7919, 2.8288)
O (-0.1595, 0.8889, 2.0264)
H (-4.3211, -3.4550, -3.1686)
C (-4.4835, -1.8335, -0.2031)
H (-1.8860, -3.2965, -2.5524)
H (3.1764, 1.4486, -0.0348)
C (4.0259, -1.3957, 0.7674)
C (1.2525, 2.2239, 0.1265)
H (0.3899, 3.1038, 3.0305)
C (2.9209, -2.1015, 1.3585)
C (3.1084, -2.8745, 2.5488)
N (3.2944, -3.5046, 3.4921)
H (2.5895, 3.8352, 0.6925)
H (0.8915, 4.2995, 0.5149)
C (-4.0137, -2.9870, -2.2456)
O (-0.9415, -2.4038, -0.5574)
O (0.1620, 2.2969, -2.2861)
H (2.4498, 1.7829, -1.5330)
H (-5.1618, -1.3828, 0.5071)
O (2.4667, 0.7457, 1.9673)
O (-0.7431, 0.5431, -0.7585)
C (-2.6865, -2.9096, -1.9403)
C (-3.1059, -1.7419, 0.0871)
P (1.1961, 1.5090, 1.8494)
C (1.6852, 3.6830, 0.1002)
H (2.0819, 0.4019, -0.6163)
Ru (-0.2964, -0.9038, 0.6519)
N (-2.2573, -2.3274, -0.8013)
H (1.8664, 4.0114, -0.9269)
H (-0.2707, 3.1032, -2.5878)
N (4.8722, -0.8064, 0.2570)
O (-1.2791, 3.0929, -0.3539)

***

[3]
Here is an isolated ion of composition C10H12NO and charge +1 in a non-equilibrium geometry from the OMol25 dataset. Energies are from the ωB97M-V functional and the def2-TZVPD basis.

## Properties
- max |F| (eV/Å) = 2.81
- M (g mol⁻¹) = 162.2
- charge = +1
- DFT total energy (eV) = -14091.88677
- Kohn-Sham gap (eV) = 7.392
- ΔE to the lowest compared entry with this formula, charge and spin (kcal per mole) = 74.0
- E_HOMO (Ha) = -0.454
- SMILES = CO[N+]1=CC=C2C=CC=C[C@@]21C

Geometry (Å):
C (-2.1488, -1.3048, 0.8062)
H (4.0741, -1.3303, 0.3884)
H (3.7074, 0.1221, -0.5850)
H (-2.8485, 1.9721, 0.0692)
H (3.7608, 0.2207, 1.2081)
C (-0.8943, 1.0487, -0.0205)
N (1.2003, 0.1188, 0.3451)
H (-2.6587, -2.1336, 1.2678)
C (0.0405, 2.0397, 0.1912)
C (-0.6272, -0.6615, -1.8284)
H (-0.2353, -1.6476, -2.0417)
C (-2.3021, 1.0461, 0.1362)
H (2.1930, 1.9384, 0.6806)
C (1.2867, 1.4282, 0.4022)
H (-0.2589, -2.2860, 0.6471)
H (-0.2018, 0.0826, -2.4908)
H (-0.1410, 3.0935, 0.2753)
C (3.5004, -0.4056, 0.3510)
O (2.1495, -0.8388, 0.4061)
C (-0.8456, -1.3956, 0.4946)
C (-2.8983, -0.1039, 0.5552)
H (-3.9519, -0.1113, 0.7826)
H (-1.7048, -0.6382, -1.8326)
C (-0.1956, -0.2537, -0.2080)

***

[4]
Here is C10H12O2 as an isolated structure in a non-equilibrium geometry from the OMol25 dataset. Energies are from the ωB97M-V functional and the def2-TZVPD basis.

## Properties
- max |F| (eV/Å) = 8.18
- M (g mol⁻¹) = 164.2
- DFT total energy (eV) = -14654.43057
- Kohn-Sham gap (eV) = 8.581
- ΔE to the lowest compared entry with this formula, charge and spin (kcal per mole) = 112.6
- E_HOMO (Ha) = -0.292

Geometry (Å):
H (1.4043, 4.3565, 2.0042)
C (-0.9332, 0.8611, 1.3848)
H (2.5894, 3.3957, 0.8422)
H (0.9264, -0.5657, -1.8175)
H (-2.3676, -0.8180, 0.8518)
C (-1.3326, -1.6125, -1.5576)
C (0.3858, -0.1790, -0.9618)
C (-1.1214, -3.0566, -0.9936)
H (-0.5585, -1.3547, -2.4698)
H (0.5183, 4.0355, 0.1638)
H (-2.4219, -1.3954, -1.8524)
H (-1.5488, -3.8711, -1.5936)
O (0.8443, 2.4159, 1.7904)
C (-0.3644, -3.1848, 0.0986)
C (-0.8215, -0.7362, -0.6273)
C (-1.3995, -0.1693, 0.6151)
H (2.9202, 0.3128, -0.7269)
H (0.1269, -2.4804, 0.7256)
O (2.3720, 1.1093, -0.3719)
C (1.3452, 3.6012, 1.1938)
C (1.0608, 0.7832, -0.1528)
H (-0.3934, -4.1899, 0.4701)
H (-1.5870, 1.3518, 1.9990)
C (0.3562, 1.3908, 0.9858)

***

[5]
Here is C10H12O2 in the gas phase in a non-equilibrium geometry from the OMol25 dataset. Energies are from the ωB97M-V functional and the def2-TZVPD basis.

## Properties
- max |F| (eV/Å) = 4.39
- M (g mol⁻¹) = 164.2
- DFT total energy (eV) = -14656.08377
- Kohn-Sham gap (eV) = 8.248
- ΔE to the lowest compared entry with this formula, charge and spin (kcal per mole) = 74.4
- E_HOMO (Ha) = -0.307
- SMILES = C[C@@H]1[C@@]2(C=CC=CC2=O)[C@]1(C)O

Geometry (Å):
C (-0.5240, -0.7309, -0.8096)
C (2.4903, 0.3431, 0.5041)
H (0.9826, 3.3629, -0.2479)
H (1.5122, -1.3321, 0.9633)
C (0.2989, -1.7745, -1.4539)
C (1.3522, -0.3427, 0.7357)
H (3.2707, 2.0291, -0.2119)
C (-2.5895, -0.3722, 0.8954)
C (0.0173, 0.1630, 0.4476)
H (-2.2757, -0.0328, -1.4179)
H (-3.3874, -1.1617, 0.5354)
H (-0.6748, -1.5672, 1.2932)
H (-2.5853, -0.2179, 1.9079)
H (0.7110, -2.5582, -0.8932)
H (-2.7271, 0.6092, 0.5259)
C (2.3511, 1.6788, 0.1031)
O (-1.3288, -0.0072, -1.6720)
C (-0.1625, 1.6653, 0.5270)
C (-1.1447, -0.7385, 0.6307)
H (-0.2547, -2.4247, -2.1451)
H (3.4786, -0.0590, 0.6546)
H (1.1395, -1.2351, -1.8647)
O (-1.0674, 2.3997, 0.9719)
C (1.1174, 2.3035, 0.0203)

***

[6]
Here is C10H12O2 in the gas phase in a non-equilibrium geometry from the OMol25 dataset. Energies are from the ωB97M-V functional and the def2-TZVPD basis.

## Properties
- max |F| (eV/Å) = 3.97
- M (g mol⁻¹) = 164.2
- DFT total energy (eV) = -14656.91507
- Kohn-Sham gap (eV) = 9.861
- ΔE to the lowest compared entry with this formula, charge and spin (kcal per mole) = 55.3
- E_HOMO (Ha) = -0.349
- SMILES = C=C1[C@H]2CC[C@H](C2)C1(C=O)C=O

Geometry (Å):
H (-1.2560, -1.7570, 1.1349)
C (0.2693, 0.1493, -1.0504)
C (1.6890, -1.4244, 0.3345)
H (2.5362, 0.8672, -0.4793)
H (-2.0143, -1.2885, -1.0512)
C (-1.0484, 0.7915, -0.7544)
H (0.1923, 2.2324, 0.5538)
C (0.7831, -0.2177, -2.1933)
H (-2.1776, -0.4710, 1.8504)
H (0.0899, 0.2226, 2.3643)
O (2.2813, 1.2554, 1.5427)
H (1.6800, -0.7826, -2.3006)
C (-0.7168, 1.5209, 0.5896)
H (0.4077, 0.0520, -3.2918)
H (-3.0249, -0.0395, -0.4033)
C (-1.9432, -0.3808, -0.3249)
C (1.9630, 0.7816, 0.4851)
H (1.6224, -2.1318, 1.2215)
H (-1.6404, 1.8894, 1.0371)
H (-1.4265, 1.2706, -1.5940)
C (-0.2166, 0.1613, 1.3364)
O (2.5302, -1.7938, -0.4771)
C (0.8495, -0.2013, 0.3431)
C (-1.4294, -0.7060, 1.1268)

***

[7]
Here is C10H12Si in the gas phase in a non-equilibrium geometry from the OMol25 dataset. Energies are from the ωB97M-V functional and the def2-TZVPD basis.

## Properties
- max |F| (eV/Å) = 6.37
- M (g mol⁻¹) = 160.3
- DFT total energy (eV) = -18435.20063
- Kohn-Sham gap (spin up / spin down) (eV) = 5.743 / 6.567
- ΔE to the lowest compared entry with this formula, charge and spin (kcal per mole) = 25.7
- E_HOMO (spin up / spin down) (Ha) = -0.180 / -0.343
- spin multiplicity = 3

Geometry (Å):
C (-2.7213, -0.4443, 0.1469)
C (1.6631, 1.5608, -0.0437)
H (3.6705, 1.2637, -0.1766)
Si (-0.4491, -2.0329, -0.1430)
C (2.9751, 1.9315, 0.4206)
C (-3.0580, 1.8603, -0.2718)
H (-3.0577, -1.4469, 0.2273)
H (-1.2750, 2.9667, -0.5420)
H (-1.0368, -2.7986, -1.4054)
C (-1.3949, -0.3986, -0.0191)
H (-3.8259, 2.7524, -0.2229)
H (-0.5901, -2.7313, 1.0328)
H (2.1255, -2.2988, 0.3782)
C (1.4860, -2.0059, -0.4868)
H (3.2173, 3.0299, 0.1466)
H (1.5619, -2.7153, -1.2484)
H (-4.5558, 0.4304, 0.3533)
H (3.2577, 1.7788, 1.5994)
C (-3.5657, 0.6459, 0.1315)
C (-1.6618, 2.0059, -0.5014)
C (-0.8549, 0.8586, -0.3127)
C (0.5133, 1.2733, -0.2600)
H (1.7067, -0.9234, -0.7471)

***

[8]
Here is C10H13AgAsNS3 as an isolated structure in a non-equilibrium geometry from the OMol25 dataset. Energies are from the ωB97M-V functional and the def2-TZVPD basis.

## Properties
- max |F| (eV/Å) = 1.84
- M (g mol⁻¹) = 426.2
- DFT total energy (eV) = -109415.14258
- Kohn-Sham gap (eV) = 7.419
- E_HOMO (Ha) = -0.268

Geometry (Å):
S (-1.5143, -3.4537, 1.2385)
H (2.0207, 1.3428, 1.3288)
S (2.9231, -2.0957, 1.7126)
C (-4.4910, 0.7952, -0.2076)
H (-0.9042, 1.9452, 0.6890)
C (1.8319, -1.5314, -1.3128)
H (-2.7037, 3.6382, 0.0963)
H (2.5839, -2.1696, -1.8015)
C (4.7232, -0.4624, -0.3614)
As (2.8213, -0.6220, 0.0645)
H (1.0542, -2.1030, -0.7965)
H (4.8621, 0.1581, -1.2276)
C (2.1590, 1.2038, 0.2604)
C (-2.8937, 2.5598, 0.1277)
C (-1.8881, 1.6589, 0.3916)
H (1.3875, -0.7685, -1.9840)
C (-4.1971, 2.1330, -0.2098)
H (-5.0071, 2.8732, -0.2917)
N (-1.3112, -0.7438, 0.7029)
C (-2.1594, 0.2892, 0.3328)
C (-3.4849, -0.1319, 0.0129)
H (5.0592, -1.4983, -0.5989)
Ag (0.7396, -2.8953, 1.6764)
H (-5.4982, 0.4395, -0.4659)
S (-3.5711, -1.8207, -0.1872)
C (-1.9680, -1.9104, 0.6603)
H (2.9628, 1.8479, -0.0597)
H (1.2545, 1.4127, -0.3326)
H (5.2093, -0.0904, 0.5426)

***

[9]
Here is C10H13BrO3S as an isolated structure in a non-equilibrium geometry from the OMol25 dataset. Energies are from the ωB97M-V functional and the def2-TZVPD basis.

## Properties
- max |F| (eV/Å) = 4.52
- M (g mol⁻¹) = 293.2
- DFT total energy (eV) = -97598.26654
- Kohn-Sham gap (eV) = 9.644
- E_HOMO (Ha) = -0.336

Geometry (Å):
C (2.7166, 0.3074, 1.6220)
C (3.5958, -0.2149, 0.7381)
H (0.7861, 0.5607, 2.4601)
H (-0.1170, -2.8284, -0.1504)
O (-1.5214, 1.4404, 1.8103)
C (-1.1405, -0.7003, -1.5790)
H (-2.6449, 3.3528, 0.2487)
C (1.7842, -1.5328, -0.0613)
C (3.1120, -1.1463, -0.1333)
H (3.5469, -1.3687, -1.0692)
H (-1.5037, -1.7447, -1.7878)
S (-1.3868, 1.4660, 0.3651)
H (-0.7291, -1.1071, 1.8762)
C (-0.4787, -1.4540, 0.9036)
O (-0.1833, 2.0272, -0.1441)
C (-2.7336, 2.3891, -0.3640)
C (-1.3885, -0.3245, -0.1892)
H (-0.0516, -0.6781, -1.8533)
H (4.6297, 0.0452, 0.6858)
Br (-3.2409, -0.7456, 0.4192)
H (1.3549, -2.2418, -0.7774)
H (-1.5603, 0.0813, -2.2739)
C (0.9357, -1.0464, 0.9195)
C (1.3527, 0.0591, 1.6702)
O (-0.8170, -2.7013, 0.5069)
H (-3.6516, 1.9798, -0.2104)
H (-2.6231, 2.6646, -1.3900)
H (2.8933, 1.2016, 2.2849)

***

What did the second record say?
Here is C10H12N5O8P2RuS as an isolated structure from the OMol25 dataset. Energies are from the ωB97M-V functional and the def2-TZVPD basis.

## Properties
- max |F| (eV/Å) = 0.77
- M (g mol⁻¹) = 525.3
- charge = -1
- DFT total energy (eV) = -66394.97940
- Kohn-Sham gap (eV) = 6.795
- ΔE to the lowest compared entry with this formula, charge and spin (kcal per mole) = 13.8
- E_HOMO (Ha) = -0.150

Geometry (Å):
N (1.7421, -2.0602, 0.8099)
H (-5.9992, -2.4817, -1.5488)
C (-4.9380, -2.4394, -1.3418)
O (1.6107, -1.3429, -0.2768)
P (-0.3602, 2.0067, -0.7524)
S (-2.4714, -0.9496, 1.4568)
N (2.3121, 1.4293, -0.5875)
O (1.2805, 2.7919, 2.8288)
O (-0.1595, 0.8889, 2.0264)
H (-4.3211, -3.4550, -3.1686)
C (-4.4835, -1.8335, -0.2031)
H (-1.8860, -3.2965, -2.5524)
H (3.1764, 1.4486, -0.0348)
C (4.0259, -1.3957, 0.7674)
C (1.2525, 2.2239, 0.1265)
H (0.3899, 3.1038, 3.0305)
C (2.9209, -2.1015, 1.3585)
C (3.1084, -2.8745, 2.5488)
N (3.2944, -3.5046, 3.4921)
H (2.5895, 3.8352, 0.6925)
H (0.8915, 4.2995, 0.5149)
C (-4.0137, -2.9870, -2.2456)
O (-0.9415, -2.4038, -0.5574)
O (0.1620, 2.2969, -2.2861)
H (2.4498, 1.7829, -1.5330)
H (-5.1618, -1.3828, 0.5071)
O (2.4667, 0.7457, 1.9673)
O (-0.7431, 0.5431, -0.7585)
C (-2.6865, -2.9096, -1.9403)
C (-3.1059, -1.7419, 0.0871)
P (1.1961, 1.5090, 1.8494)
C (1.6852, 3.6830, 0.1002)
H (2.0819, 0.4019, -0.6163)
Ru (-0.2964, -0.9038, 0.6519)
N (-2.2573, -2.3274, -0.8013)
H (1.8664, 4.0114, -0.9269)
H (-0.2707, 3.1032, -2.5878)
N (4.8722, -0.8064, 0.2570)
O (-1.2791, 3.0929, -0.3539)

***

Q: Which value of max |F| does entry 5 give?
A: 4.39 eV/Å